Entry 1:
Density functional theory data (ωB97M-V/def2-TZVPD) for a cluster of 2 separate species, C5H8NO in total.

XYZ file:
```
15
Properties=species:S:1:pos:R:3:forces:R:3:nbo_charge:R:1
C 1.3670 -0.9123 0.8654 -1.980 0.507 -0.576 -0.10
C 2.5362 -0.7245 0.2727 1.000 -0.680 0.118 0.10
C 1.2424 0.8050 -0.5224 -0.687 -3.319 2.539 0.40
C -2.0889 0.0654 -0.7416 0.546 -0.065 -0.861 -0.70
C -1.4505 0.5311 0.4904 3.079 -3.780 -1.325 0.05
N 0.4817 0.0284 0.2224 -1.134 1.201 1.455 -0.39
O 2.4612 0.3758 -0.5100 1.699 0.117 -1.281 -0.34
H 1.0957 -1.5895 1.6727 -0.218 0.120 -0.623 0.26
H 3.4176 -1.3615 0.2137 -0.066 0.723 0.271 0.26
H 1.0090 1.6924 -0.9564 -0.716 2.221 -1.508 0.22
H -3.0305 0.0133 -0.3136 -2.858 -0.216 0.483 0.27
H -1.9196 -0.9631 -1.0679 0.446 0.086 0.463 0.27
H -2.2048 0.6761 -1.6280 0.587 0.545 0.151 0.25
H -1.6398 -0.1623 1.3073 0.221 0.482 0.180 0.23
H -1.2767 1.5256 0.6952 0.081 2.057 0.514 0.22
```
Positions in Å, forces in eV/Å.

LUMO energy (eV): -4.09
HOMO (Eh): -0.5385
Energy relative to the best compared isomer or geometry (same formula, charge and spin) (eV): 1.814
Gap between HOMO and LUMO (eV): 10.6
Net charge: +1
Multiplicity: 1


Entry 2:
Density functional theory data (ωB97M-V/def2-TZVPD) for the ion C3H8N5S with charge +1.

XYZ file:
```
17
Properties=species:S:1:pos:R:3:forces:R:3:nbo_charge:R:1
H -1.6434 -1.9195 -1.0184 1.268 -0.748 -0.416 0.38
N -2.2252 -1.1447 -0.8716 -1.550 -0.817 -0.700 -0.79
C -2.0556 -0.2164 -0.0645 1.803 1.044 -0.214 0.58
N -3.0605 0.3216 0.6375 -1.085 -1.518 -0.156 -0.80
N -0.8350 0.4236 0.1769 -0.199 0.737 1.486 -0.46
N 0.3089 -0.0119 -0.4471 -0.418 -0.910 -1.276 -0.19
N 1.2332 1.0647 -0.6830 -0.783 1.682 -0.834 -0.22
C 2.4046 0.8609 -0.2881 -0.133 -0.659 0.164 0.15
C 2.7659 -0.3507 0.4003 1.218 -2.048 1.719 -0.65
S 1.3506 -1.4932 0.2431 -0.294 1.144 -0.189 0.40
H -3.8206 -0.2667 0.3276 -0.893 0.429 0.578 0.43
H -3.2730 1.2743 0.7889 0.183 1.051 -0.045 0.41
H -0.8599 0.9998 1.0039 1.213 0.000 0.183 0.42
H -0.2064 -0.2677 -1.3797 1.649 -0.269 1.049 0.48
H 3.2607 1.5094 -0.2694 -0.395 1.263 -0.842 0.26
H 3.7372 -0.8158 -0.0395 -1.683 0.744 0.938 0.30
H 2.9185 0.0321 1.4833 0.097 -1.125 -1.444 0.28
```
Positions in Å, forces in eV/Å.

LUMO energy (eV): -4.77
HOMO (Eh): -0.5063
SMILES string: [H]/N=C(/N)N[N@H+]1N=CCS1
Energy relative to the best compared isomer or geometry (same formula, charge and spin) (eV): 3.347
Gap between HOMO and LUMO (eV): 9.0
Net charge: +1
Multiplicity: 1


Entry 3:
Density functional theory data (ωB97M-V/def2-TZVPD) for a cluster of 3 separate species, H6O3 in total.

XYZ file:
```
9
Properties=species:S:1:pos:R:3:forces:R:3:nbo_charge:R:1
O 2.7292 -0.9228 0.5835 0.614 -0.169 0.073 -0.95
H 1.8933 -1.3255 0.8187 -0.350 0.061 -0.075 0.48
H 2.4881 -0.0968 0.1643 -0.202 0.103 -0.030 0.47
O -0.1373 -0.3917 0.6555 0.492 -0.136 0.325 -0.98
H -0.4152 -0.1784 1.5462 -0.007 -0.008 0.267 0.47
H -0.8381 -0.0536 0.0980 -0.511 -0.008 -0.500 0.49
O -2.0986 0.7390 -1.0587 -0.074 -0.126 0.228 -0.94
H -1.7552 1.6019 -0.8270 0.001 0.399 0.027 0.48
H -1.8662 0.6279 -1.9805 0.036 -0.117 -0.316 0.48
```
Positions in Å, forces in eV/Å.

LUMO energy (eV): 0.44
HOMO (Eh): -0.3974
SMILES string: O.O.O
Energy relative to the best compared isomer or geometry (same formula, charge and spin) (eV): 0.332
Gap between HOMO and LUMO (eV): 11.3
Multiplicity: 1